38
Properties=species:S:1:pos:R:3 method="wB97M-V/def2-TZVPD" lumo_ev=1.5 charge=-1
Cl 21.252 19.734 -11.508
O 25.237 25.145 -7.526
O 25.682 14.708 -11.638
O 19.215 16.332 -7.077
O 17.090 22.948 -13.657
O 25.610 18.954 -7.340
O 24.150 27.072 -7.977
O 28.493 23.216 -12.697
N 24.201 25.846 -7.846
C 17.834 16.368 -6.916
C 27.064 23.543 -12.949
C 24.647 13.825 -11.789
C 22.823 25.233 -7.773
C 25.332 18.028 -6.369
C 16.868 22.936 -15.041
H 22.194 25.527 -8.613
H 24.701 18.474 -5.600
H 17.503 17.383 -6.695
H 24.567 13.516 -12.831
H 23.718 14.298 -11.467
H 24.761 19.112 -7.758
H 19.352 17.015 -7.737
H 22.415 25.625 -6.842
H 26.808 23.155 -13.935
H 26.969 24.629 -12.960
H 16.311 23.812 -15.373
H 17.391 16.056 -7.861
H 22.931 24.148 -7.754
H 24.814 12.929 -11.190
H 26.175 17.691 -5.767
H 26.506 22.988 -12.195
H 25.254 15.565 -11.702
H 24.848 17.194 -6.877
H 17.826 22.920 -15.561
H 17.348 15.649 -6.258
H 16.224 22.161 -15.458
H 17.670 22.217 -13.435
H 29.069 23.315 -13.459


45
Properties=species:S:1:pos:R:3 method="wB97M-V/def2-TZVPD" lumo_ev="-14.6 / -17.8" s_squared=6.042 charge=+4 spin_multiplicity=5
Pd 0.056 -0.811 0.836
N -0.724 -1.407 -1.075
N -0.459 -0.951 -2.363
N -0.200 1.638 -2.638
N -0.704 1.931 -1.395
N 1.752 0.078 -1.891
N 1.732 -0.256 -0.540
C 3.864 -0.023 -1.204
C 0.757 2.864 3.303
C 0.620 0.655 2.172
C 0.080 2.090 2.161
C -1.432 2.217 2.334
C 3.036 0.146 -2.305
C -1.643 -2.390 -1.167
C 3.006 -0.250 -0.114
C -0.396 2.701 -3.470
C -1.589 -1.176 1.916
C -1.147 3.181 -1.418
C -1.101 -1.759 -3.238
C -1.873 -2.663 -2.525
C -0.997 3.726 -2.718
B 0.488 0.218 -2.776
H -1.993 1.853 1.465
H 0.524 2.394 4.269
H 4.932 0.004 -1.178
H -1.686 -0.386 1.124
H 1.709 0.716 2.064
H 0.355 2.528 1.187
H -0.550 -1.636 2.139
H 3.262 -0.389 0.926
H -1.888 -0.705 2.858
H -2.247 -1.993 1.619
H -1.275 4.710 -3.025
H 1.845 2.884 3.183
H -2.095 -2.829 -0.286
H 3.266 0.280 -3.344
H 0.402 3.900 3.343
H -1.540 3.656 -0.521
H 0.777 0.095 -3.930
H -1.771 1.690 3.238
H -0.945 -1.643 -4.300
H -2.502 -3.434 -2.918
H -1.692 3.279 2.466
H 0.399 0.178 3.133
H -0.121 2.677 -4.513


8
Properties=species:S:1:pos:R:3 method="wB97M-V/def2-TZVPD" lumo_ev=0.3 de_lowest_kcal_mol=26.25 charge=0
S -2.850 0.238 -0.075
P -1.136 -0.560 0.061
C 0.159 0.766 0.016
H 1.166 0.472 -0.511
H -0.377 1.543 -0.611
H -0.673 -1.627 -1.309
H -1.080 -1.240 1.285
H 0.413 1.278 1.057


70
Properties=species:S:1:pos:R:3 method="wB97M-V/def2-TZVPD" lumo_ev="-7.0 / -6.8" s_squared=0.758 de_lowest_kcal_mol=12.37 charge=+2 spin_multiplicity=2
Se -0.035 -2.839 0.484
Ti -1.005 -0.479 0.689
Cl -2.619 -1.689 2.540
Cl -0.698 -3.540 3.851
F -2.416 -1.448 -0.763
F -3.672 -1.889 -3.117
F -0.582 -5.313 -4.113
F 0.665 -4.876 -1.760
F -2.755 -3.846 -4.815
O 5.117 0.003 -2.453
O 5.294 0.389 3.292
N 0.576 -0.011 1.941
N 0.466 -0.013 -0.714
C -1.030 2.808 0.418
C -1.038 -4.386 -3.295
C 2.723 -0.077 -2.344
C 2.957 0.227 2.001
C 1.703 0.151 4.036
C -0.194 3.280 -2.399
C -2.629 -2.646 -2.800
C 1.763 0.109 1.302
C -1.962 -2.457 -1.608
C -3.055 1.003 0.959
C 3.946 -0.091 -3.222
C 0.350 -0.135 -2.045
C 2.937 0.255 3.389
C -2.906 1.529 3.447
C 0.559 0.011 3.284
C 4.206 0.396 4.175
C -2.368 2.192 -3.147
C -1.781 2.315 -0.662
C 1.708 0.069 -0.176
C -1.332 2.471 1.725
C -2.738 1.343 -0.369
C -0.851 -3.171 -1.201
C 1.441 -0.174 -2.888
C -2.156 -3.635 -3.660
C -0.399 -4.152 -2.080
C -2.402 1.619 2.037
C 2.846 0.054 -0.967
C -1.640 2.941 -2.034
C -2.331 -2.946 3.845
H 1.288 -0.274 -3.952
H -3.291 0.545 3.699
H -0.414 -0.090 3.750
H -0.237 3.520 0.235
H 3.923 -0.989 -3.848
H -2.004 1.171 -3.279
H -3.053 -3.725 3.624
H 5.718 -0.717 -2.664
H 3.906 0.302 1.496
H -0.658 -0.206 -2.436
H 6.118 0.452 3.786
H -0.771 2.928 2.531
H -3.326 0.899 -1.163
H 4.259 -0.426 4.901
H -0.147 3.601 -3.438
H -2.224 2.710 -4.092
H -3.442 2.143 -2.970
H -2.162 3.902 -1.922
H 0.196 4.100 -1.799
H 3.880 0.772 -3.899
H 3.838 0.115 -0.546
H 0.477 2.429 -2.282
H -3.907 0.350 1.139
H -3.731 2.235 3.564
H -2.136 1.813 4.162
H -2.550 -2.415 4.766
H 4.149 1.336 4.744
H 1.636 0.166 5.114


9
Properties=species:S:1:pos:R:3 method="wB97M-V/def2-TZVPD" lumo_ev=-1.0 smiles="NS(=O)(=O)[N+](=O)[O-]" de_lowest_kcal_mol=43.42 charge=0
S -0.338 -0.559 0.327
O 0.517 -1.471 1.016
O -0.588 1.817 1.395
O 1.403 1.430 0.355
O -1.676 -0.722 0.652
N 0.188 1.186 0.763
N -0.063 -0.453 -1.243
H 0.801 0.012 -1.358
H -0.244 -1.238 -1.906


16
Properties=species:S:1:pos:R:3 method="wB97M-V/def2-TZVPD" lumo_ev=0.7 de_lowest_kcal_mol=88.70 charge=0
N 0.084 0.089 0.853
C 1.476 -1.413 -0.060
C -0.477 -0.270 -0.471
C 1.323 -0.840 1.162
C 0.394 -1.144 -0.997
C 0.784 1.412 1.035
C -1.853 0.117 -0.926
H -1.954 1.174 -1.202
H -2.625 -0.104 -0.175
H 0.263 -1.623 -1.965
H 2.330 -2.035 -0.302
H 1.064 1.482 2.089
H -0.628 0.021 1.581
H -2.110 -0.478 -1.810
H 1.714 1.406 0.461
H 0.141 2.238 0.736


Please write out number 6 again, unchanged.
16
Properties=species:S:1:pos:R:3 method="wB97M-V/def2-TZVPD" lumo_ev=0.7 de_lowest_kcal_mol=88.70 charge=0
N 0.084 0.089 0.853
C 1.476 -1.413 -0.060
C -0.477 -0.270 -0.471
C 1.323 -0.840 1.162
C 0.394 -1.144 -0.997
C 0.784 1.412 1.035
C -1.853 0.117 -0.926
H -1.954 1.174 -1.202
H -2.625 -0.104 -0.175
H 0.263 -1.623 -1.965
H 2.330 -2.035 -0.302
H 1.064 1.482 2.089
H -0.628 0.021 1.581
H -2.110 -0.478 -1.810
H 1.714 1.406 0.461
H 0.141 2.238 0.736